i.
The following is a DFT calculation (ωB97M-V/def2-TZVPD) of a cluster of 3 separate species, C4H14NO3 in total.

Computed properties:
Highest occupied orbital energy   -0.1723 hartree
Net charge   -1
LUMO level   3.7729 eV
Orbital gap   8.461 eV

Each line ends with the Löwdin charge.
Element x y z (Å)
1 C 0.109 2.949 -1.520  -0.07
2 C 0.332 2.077 -0.231  -0.47
3 C 1.301 0.896 -0.532  -0.16
4 C 1.734 0.112 0.747  -0.28
5 O 1.363 -1.277 0.622  -0.20
6 N -0.937 1.614 0.332  0.02
7 H 1.088 3.102 -1.996  0.06
8 H -0.278 3.866 -1.123  0.05
9 H -0.550 2.345 -2.132  0.07
10 H 0.720 2.770 0.530  0.12
11 H 2.168 1.224 -1.160  0.10
12 H 0.847 0.107 -1.142  0.11
13 H 1.203 0.551 1.612  0.10
14 H 2.795 0.047 0.943  0.09
15 H -0.869 0.715 0.807  0.03
16 H -1.514 1.243 -0.431  0.07
17 H -1.679 -2.962 -0.006  -0.03
18 H -1.506 -4.395 0.246  -0.01
19 O -2.199 -3.851 -0.134  -0.19
20 H 0.317 -1.413 0.549  -0.01
21 H -1.625 -1.827 1.441  -0.03
22 O -1.106 -1.655 0.637  -0.37


ii.
The following is a DFT calculation (ωB97M-V/def2-TZVPD) of a cluster of 3 separate species, C4H14NO3 in total.

Computed properties:
Highest occupied orbital energy   -0.1720 hartree
Net charge   -1
LUMO level   3.9029 eV
Orbital gap   8.583 eV

Each line ends with the Löwdin charge.
Element x y z (Å)
1 C -0.203 0.072 1.566  -0.31
2 O 0.272 -1.186 1.918  -0.20
3 C -0.497 0.191 0.055  -0.39
4 C -1.604 1.222 -0.255  -0.26
5 C -1.487 1.841 -1.645  -0.13
6 N -0.927 -1.060 -0.594  0.03
7 H 0.598 0.806 1.795  0.10
8 H -1.076 0.322 2.187  0.10
9 H 0.428 0.507 -0.440  0.13
10 H -1.504 2.047 0.473  0.10
11 H -2.585 0.782 -0.075  0.10
12 H -0.612 2.486 -1.668  0.06
13 H -1.418 1.006 -2.351  0.06
14 H -2.382 2.426 -1.867  0.05
15 H -1.382 -1.682 0.068  0.07
16 H -0.070 -1.565 -0.813  0.04
17 H 2.205 -2.983 0.293  -0.03
18 H 0.839 -1.732 1.140  -0.01
19 O 1.730 -2.149 0.233  -0.33
20 H 2.897 -1.156 -0.218  -0.03
21 H 3.232 0.173 0.469  0.00
22 O 3.547 -0.369 -0.274  -0.17


What are the relative energies? In hartree: i 0.0154; ii 0.0000.


i.
The following is a DFT calculation (ωB97M-V/def2-TZVPD) of a cluster of 3 separate species, C4H14NO3 in total.

Computed properties:
Highest occupied orbital energy   -0.1347 hartree
Net charge   -1
LUMO level   3.6593 eV
Orbital gap   7.324 eV

Each line ends with the Löwdin charge.
Element x y z (Å)
1 C 2.045 1.632 -0.603  -0.10
2 C 0.552 1.313 -0.577  -0.31
3 N 0.325 -0.054 -0.140  -0.12
4 C -1.029 -0.544 -0.399  -0.23
5 C -2.008 0.169 0.544  -0.43
6 O -1.510 0.199 1.832  -0.34
7 H 2.199 2.596 -1.090  0.06
8 H 2.431 1.593 0.411  0.07
9 H 2.570 0.896 -1.209  0.05
10 H 0.067 1.520 -1.535  0.11
11 H 0.049 2.024 0.088  0.10
12 H 0.325 -0.013 0.885  0.10
13 H -1.286 -0.460 -1.453  0.10
14 H -1.021 -1.604 -0.121  0.10
15 H -3.027 -0.272 0.544  0.09
16 H -2.140 1.206 0.172  0.08
17 H -1.449 -1.119 2.602  -0.02
18 H -0.783 -2.495 2.326  -0.02
19 O -1.450 -2.115 2.904  -0.18
20 H 1.690 -1.264 -2.459  0.01
21 H 1.480 -1.380 -0.994  0.00
22 O 1.969 -1.828 -1.729  -0.12


ii.
The following is a DFT calculation (ωB97M-V/def2-TZVPD) of a cluster of 3 separate species, C4H14NO3 in total.

Computed properties:
Highest occupied orbital energy   -0.1330 hartree
Net charge   -1
LUMO level   3.4704 eV
Orbital gap   7.089 eV

Each line ends with the Löwdin charge.
Element x y z (Å)
1 C 0.923 0.083 -1.541  -0.15
2 N 0.421 -1.135 -0.884  -0.12
3 C 1.595 -0.416 1.183  -0.10
4 C 0.236 -1.017 0.614  -0.35
5 C -1.059 -0.180 1.008  -0.37
6 O -2.193 -0.860 0.513  -0.34
7 H 1.847 0.374 -1.088  0.04
8 H 0.250 0.907 -1.453  0.05
9 H 0.988 -0.360 -2.594  0.10
10 H -0.540 -1.444 -1.209  0.07
11 H 1.545 -0.440 2.231  0.03
12 H 2.480 -0.882 0.819  0.05
13 H 1.819 0.693 0.999  0.07
14 H 0.139 -2.074 0.971  0.13
15 H -0.934 -0.218 2.150  0.09
16 H -0.895 0.897 0.809  0.06
17 H 0.078 2.549 0.431  -0.04
18 H 0.041 3.535 1.540  0.05
19 O 0.147 3.470 0.574  -0.06
20 H -1.978 -0.715 -2.228  -0.04
21 H -2.515 -1.258 -0.894  0.02
22 O -2.394 -1.509 -1.951  -0.20


iii.
The following is a DFT calculation (ωB97M-V/def2-TZVPD) of a cluster of 3 separate species, C4H14NO3 in total.

Computed properties:
Highest occupied orbital energy   -0.1685 hartree
Net charge   -1
LUMO level   4.0864 eV
Orbital gap   8.671 eV

Each line ends with the Löwdin charge.
Element x y z (Å)
1 C -1.209 -0.844 -1.034  -0.32
2 O -2.028 -0.034 -0.245  -0.14
3 C -0.213 -0.068 -1.925  -0.22
4 C 1.178 0.217 -1.322  -0.22
5 C 1.046 0.975 0.009  -0.23
6 N 0.274 2.264 -0.309  -0.02
7 H -0.699 -1.675 -0.539  0.11
8 H -1.863 -1.348 -1.798  0.10
9 H -0.046 -0.605 -2.876  0.09
10 H -0.725 0.776 -2.430  0.10
11 H 1.619 -0.753 -1.047  0.10
12 H 1.878 0.712 -2.018  0.10
13 H 1.973 1.312 0.409  0.09
14 H 0.330 0.420 0.606  0.06
15 H -0.704 1.989 -0.242  0.04
16 H 0.412 2.972 0.399  0.03
17 H 1.082 -2.022 3.550  0.00
18 H 0.537 -1.242 2.471  -0.03
19 O 1.450 -1.526 2.802  -0.17
20 H -1.760 -0.252 0.714  0.01
21 H -1.553 -0.600 2.793  -0.08
22 O -0.980 -0.667 2.031  -0.40


What are the relative energies? In hartree: i 0.0000; ii 0.0478; iii 0.0041.


i.
The following is a DFT calculation (ωB97M-V/def2-TZVPD) of the molecule C10H14N2S.

Computed properties:
Highest occupied orbital energy   -0.3016 hartree
LUMO level   0.7051 eV
SMILES   CNC(=S)NCCc1ccccc1
Orbital gap   8.913 eV

Each line ends with the Löwdin charge.
Element x y z (Å)
1 C -3.332 2.005 0.000  -0.10
2 N -2.135 1.211 -0.337  -0.05
3 C -2.203 -0.134 -0.290  -0.89
4 S -3.466 -1.046 0.268  0.65
5 N -1.076 -0.658 -0.861  -0.02
6 C -0.606 -1.954 -0.501  -0.21
7 C 0.290 -1.940 0.787  -0.09
8 C 1.430 -0.896 0.559  -0.25
9 C 1.106 0.410 0.908  -0.07
10 C 1.915 1.488 0.482  -0.08
11 C 3.111 1.207 -0.159  -0.10
12 C 3.434 -0.116 -0.479  -0.06
13 C 2.539 -1.173 -0.167  -0.05
14 H -3.150 3.021 -0.277  0.07
15 H -3.678 1.964 1.038  0.08
16 H -4.113 1.554 -0.624  0.07
17 H -1.287 1.632 -0.200  0.08
18 H -0.428 0.046 -1.158  0.13
19 H -0.014 -2.294 -1.327  0.11
20 H -1.489 -2.525 -0.315  0.06
21 H -0.241 -1.586 1.687  0.11
22 H 0.738 -2.909 0.889  0.10
23 H 0.164 0.672 1.459  0.13
24 H 1.705 2.516 0.757  0.10
25 H 3.702 2.040 -0.438  0.09
26 H 4.274 -0.423 -1.139  0.11
27 H 2.810 -2.113 -0.563  0.10


ii.
The following is a DFT calculation (ωB97M-V/def2-TZVPD) of a structure of composition C10H14N2S.

Computed properties:
Highest occupied orbital energy   -0.3080 hartree
LUMO level   0.4716 eV
Orbital gap   8.853 eV

Each line ends with the Löwdin charge.
Element x y z (Å)
1 C 2.570 2.973 2.786  -0.28
2 C 2.289 1.636 2.147  -0.62
3 C 0.965 0.481 0.028  -0.73
4 C -1.214 -0.356 -1.111  -0.20
5 C -1.509 -1.432 -0.170  -0.06
6 C -2.678 -2.199 -0.319  -0.03
7 C -3.278 -1.919 -1.639  -0.13
8 C -3.167 -0.824 -2.496  -0.09
9 C -2.007 0.062 -2.199  -0.03
10 C 1.603 -1.626 -0.540  -0.13
11 H 3.735 3.261 3.328  0.15
12 H 2.488 3.863 2.106  0.04
13 H 1.719 3.169 3.503  0.07
14 H 1.838 0.872 3.015  0.14
15 H 3.100 1.083 1.470  0.10
16 H -0.347 1.532 -1.212  0.16
17 H -0.737 -1.713 0.515  0.05
18 H -2.997 -2.976 0.366  0.10
19 H -4.244 -2.492 -1.727  0.10
20 H -3.838 -0.856 -3.445  0.13
21 H -1.596 1.105 -2.759  0.17
22 H 1.507 -1.373 -1.624  0.08
23 H 2.417 -2.332 -0.412  0.05
24 H 0.436 -2.059 -0.020  0.12
25 N -0.008 0.523 -0.847  -0.02
26 N 1.885 -0.443 0.333  -0.04
27 S 1.065 2.040 0.924  0.91


What are the relative energies? In hartree: i 0.0000; ii 0.2011.


i.
The following is a DFT calculation (ωB97M-V/def2-TZVPD) of the ion C3H3O3 with charge +1.

Computed properties:
Highest occupied orbital energy (alpha / beta)   -0.5540 / -0.5649 hartree
Net charge   +1
LUMO level (alpha / beta)   -7.4638 / -6.8709 eV
Orbital gap (alpha / beta)   7.610 / 8.501 eV

Each line ends with the Löwdin charge.
Element x y z (Å)
1 C 0.618 -0.225 1.490  -0.20
2 C -0.590 -0.643 0.721  0.08
3 C -0.297 0.762 -1.181  -0.05
4 O 0.924 -0.565 2.577  0.18
5 O 0.169 0.939 -2.311  0.27
6 O -0.710 -0.169 -0.466  0.18
7 H -1.481 -0.937 1.129  0.14
8 H 1.120 0.671 1.035  0.15
9 H 0.247 0.167 -2.995  0.24


ii.
The following is a DFT calculation (ωB97M-V/def2-TZVPD) of the ion C3H3O3 with charge +1.

Computed properties:
Highest occupied orbital energy (alpha / beta)   -0.5524 / -0.5524 hartree
Net charge   +1
LUMO level (alpha / beta)   -6.0468 / -6.0473 eV
Orbital gap (alpha / beta)   8.986 / 8.985 eV

Each line ends with the Löwdin charge.
Element x y z (Å)
1 C -0.178 -0.577 0.000  0.06
2 C -1.552 1.108 0.056  0.20
3 C 0.718 0.535 0.077  -0.43
4 O 0.101 1.607 0.047  0.22
5 O -1.405 -0.072 -0.062  0.18
6 O 2.004 0.453 -0.066  0.25
7 H 0.105 -1.652 -0.035  0.18
8 H -2.201 1.999 -0.022  0.21
9 H 2.087 -0.499 -0.169  0.15


What are the relative energies? In hartree: i 0.0741; ii 0.0000.